{"formula": "C37H35As2N4O2PtS", "method": "ωB97M-V with the def2-TZVPD basis set", "relative_energy_kcal_mol": 9.3, "e_tot_ha": -6789.4736, "total_charge": -1, "gap_ev": [5.9, 5.9], "lumo_energy_ev": [2.65, 2.65], "symbols": ["Pt", "C", "C", "As", "C", "C", "C", "C", "C", "C", "C", "C", "C", "C", "C", "C", "As", "C", "C", "C", "C", "C", "C", "C", "C", "C", "C", "C", "C", "H", "H", "H", "H", "H", "H", "H", "H", "H", "H", "H", "H", "H", "H", "H", "H", "H", "H", "H", "H", "H", "H", "H", "H", "N", "C", "C", "C", "C", "C", "C", "S", "O", "O", "N", "C", "N", "C", "C", "C", "N", "H", "H", "H", "H", "H", "H", "H", "H", "H", "C", "H", "H"], "xyz": [[0.759, 0.365, -0.414], [-2.241, 0.055, 1.180], [-1.546, -0.251, 2.490], [0.423, 0.116, 2.457], [1.040, -1.737, 2.692], [0.426, -2.622, 3.575], [0.902, -3.916, 3.723], [2.007, -4.338, 2.993], [2.629, -3.457, 2.122], [2.146, -2.161, 1.971], [0.547, 0.600, 4.391], [-0.211, 1.682, 4.839], [-0.087, 2.164, 6.134], [0.819, 1.580, 7.008], [1.596, 0.518, 6.571], [1.460, 0.033, 5.276], [-1.356, -0.865, -0.306], [-1.593, -2.731, 0.130], [-0.466, -3.535, 0.208], [-0.589, -4.878, 0.547], [-1.840, -5.412, 0.813], [-2.972, -4.609, 0.737], [-2.849, -3.273, 0.393], [-2.668, -0.615, -1.713], [-3.408, 0.559, -1.766], [-4.305, 0.771, -2.804], [-4.466, -0.189, -3.791], [-3.721, -1.357, -3.744], [-2.821, -1.568, -2.711], [-2.128, 1.107, 0.919], [-3.308, -0.193, 1.222], [-1.703, -1.294, 2.778], [-1.955, 0.366, 3.294], [-0.429, -2.307, 4.163], [0.405, -4.595, 4.407], [2.378, -5.349, 3.106], [3.488, -3.775, 1.544], [2.599, -1.484, 1.252], [-0.908, 2.175, 4.168], [-0.694, 3.001, 6.456], [0.925, 1.955, 8.019], [2.313, 0.056, 7.241], [2.077, -0.801, 4.964], [0.514, -3.109, 0.019], [0.297, -5.494, 0.613], [-1.936, -6.457, 1.082], [-3.950, -5.027, 0.942], [-3.735, -2.650, 0.318], [-3.260, 1.333, -1.023], [-4.862, 1.698, -2.849], [-5.156, -0.016, -4.607], [-3.823, -2.100, -4.525], [-2.223, -2.471, -2.700], [5.592, 2.393, -4.960], [4.261, 2.073, -4.658], [3.232, 2.956, -4.981], [1.924, 2.664, -4.639], [1.626, 1.489, -3.971], [2.642, 0.595, -3.658], [3.952, 0.887, -3.995], [-0.033, 1.078, -3.517], [-0.087, -0.362, -3.475], [-0.912, 1.764, -4.428], [-0.244, 1.580, -1.984], [-0.455, 2.894, -1.712], [-0.176, 3.856, -2.614], [-0.379, 5.105, -2.239], [-0.861, 5.465, -0.988], [-1.140, 4.402, -0.142], [-0.955, 3.139, -0.473], [5.695, 3.010, -5.750], [6.193, 1.588, -5.049], [3.461, 3.879, -5.501], [1.121, 3.342, -4.893], [2.398, -0.318, -3.132], [4.742, 0.194, -3.729], [-0.134, 5.866, -2.977], [-1.012, 6.492, -0.695], [-1.536, 4.582, 0.856], [2.516, 1.042, -0.196], [2.826, 1.569, 0.716], [3.196, 1.282, -1.020]], "forces_ev_per_angstrom": [[0.229, 0.041, -0.653], [-0.199, -0.206, -0.113], [0.084, -0.002, 0.286], [-0.171, 0.133, 0.223], [-0.027, 0.138, 0.052], [0.027, -0.043, 0.006], [0.002, -0.010, 0.002], [-0.023, 0.006, 0.036], [0.033, 0.046, -0.015], [0.126, -0.090, -0.054], [-0.121, -0.107, -0.013], [-0.012, 0.086, 0.059], [0.006, -0.002, -0.002], [0.012, 0.017, 0.048], [0.007, -0.009, 0.000], [0.048, 0.000, 0.043], [0.234, 0.577, -0.247], [-0.142, -0.057, 0.074], [0.033, -0.116, 0.008], [0.014, 0.052, -0.011], [0.007, -0.061, 0.017], [-0.052, -0.011, 0.002], [0.028, -0.012, -0.011], [-0.039, -0.143, 0.225], [0.015, 0.031, -0.085], [-0.006, 0.050, 0.019], [-0.036, 0.043, -0.030], [0.029, -0.075, -0.022], [-0.082, -0.046, -0.054], [-0.027, 0.089, -0.001], [0.073, 0.001, -0.015], [0.017, 0.038, -0.046], [0.032, -0.034, -0.062], [0.030, 0.028, -0.009], [0.018, -0.020, -0.010], [0.001, -0.014, -0.006], [0.007, -0.022, 0.010], [-0.034, -0.009, 0.045], [0.016, -0.040, -0.041], [0.000, 0.007, 0.012], [-0.005, -0.003, -0.001], [0.002, 0.008, 0.014], [-0.031, -0.008, -0.050], [-0.070, 0.042, -0.049], [0.007, -0.035, 0.006], [-0.003, -0.012, 0.003], [0.001, -0.012, 0.004], [0.027, 0.001, 0.000], [-0.002, 0.003, 0.019], [-0.007, 0.000, -0.009], [-0.006, -0.005, -0.008], [-0.008, 0.009, -0.002], [0.013, 0.009, 0.035], [0.091, -0.001, -0.035], [-0.074, -0.027, -0.010], [0.038, -0.013, -0.005], [-0.096, 0.114, -0.082], [0.139, -0.182, 0.025], [0.009, 0.047, 0.081], [-0.025, 0.020, 0.011], [-0.046, -0.132, 0.109], [0.043, 0.099, -0.059], [-0.049, 0.025, 0.024], [0.023, -0.099, -0.066], [-0.203, 0.050, 0.297], [0.071, -0.103, 0.053], [-0.054, 0.164, 0.127], [0.064, -0.081, -0.190], [0.006, -0.065, 0.041], [-0.022, 0.092, -0.073], [-0.011, 0.009, 0.009], [-0.002, 0.004, 0.015], [0.016, 0.012, -0.007], [-0.021, -0.007, 0.045], [-0.027, -0.015, 0.016], [0.026, 0.000, -0.011], [-0.010, -0.004, 0.004], [0.004, 0.034, -0.009], [0.004, -0.027, -0.012], [-0.169, -0.145, 0.080], [0.016, 0.073, -0.057], [0.183, -0.094, 0.052]]}

---

{"formula": "C37H35AsN2O4SW", "method": "ωB97M-V with the def2-TZVPD basis set", "relative_energy_kcal_mol": 2.2, "e_tot_ha": -4541.0019, "total_charge": 4, "gap_ev": 5.2, "lumo_energy_ev": -13.57, "symbols": ["W", "C", "C", "O", "C", "C", "C", "N", "N", "C", "O", "C", "C", "C", "C", "C", "C", "H", "H", "H", "H", "H", "H", "H", "H", "H", "H", "H", "H", "C", "S", "O", "C", "C", "C", "C", "C", "C", "H", "H", "H", "H", "H", "H", "H", "H", "O", "As", "C", "C", "C", "C", "C", "C", "C", "C", "C", "C", "C", "C", "C", "C", "C", "C", "C", "C", "H", "H", "H", "H", "H", "H", "H", "H", "H", "H", "H", "H", "H", "H", "H"], "xyz": [[-0.706, 0.465, -0.460], [-4.217, -1.838, -1.066], [-3.366, -0.666, -1.373], [-2.305, -0.469, -0.572], [-3.614, 0.281, -2.324], [-2.931, 1.517, -2.402], [-3.443, 2.581, -3.299], [-1.862, 1.753, -1.617], [-1.353, 3.021, -1.690], [-0.577, 3.254, -0.675], [-0.407, 2.204, 0.200], [0.103, 4.488, -0.388], [0.826, 4.650, 0.805], [1.432, 5.860, 1.075], [1.330, 6.909, 0.164], [0.619, 6.753, -1.023], [0.002, 5.550, -1.302], [-3.628, -2.646, -0.636], [-4.719, -2.184, -1.969], [-4.995, -1.543, -0.355], [-4.465, 0.139, -2.975], [-4.294, 2.230, -3.874], [-2.651, 2.921, -3.970], [-3.735, 3.456, -2.712], [0.896, 3.839, 1.519], [1.976, 6.000, 1.999], [1.802, 7.857, 0.385], [0.540, 7.577, -1.719], [-0.571, 5.426, -2.212], [2.222, 2.093, -3.297], [2.026, 0.581, -2.356], [0.450, 0.804, -1.900], [3.031, 0.797, -0.960], [3.796, -0.323, -0.616], [4.735, -0.198, 0.394], [4.886, 1.017, 1.050], [4.104, 2.124, 0.709], [3.177, 2.028, -0.307], [1.721, 2.911, -2.783], [1.798, 1.915, -4.284], [3.294, 2.277, -3.375], [3.681, -1.256, -1.155], [5.364, -1.039, 0.653], [5.633, 1.117, 1.827], [4.251, 3.065, 1.222], [2.595, 2.893, -0.603], [0.452, -1.022, -0.060], [0.007, -2.426, 0.990], [-0.908, -3.602, -0.189], [-0.931, -3.382, -1.564], [-1.569, -4.308, -2.373], [-2.181, -5.425, -1.813], [-2.143, -5.639, -0.439], [-1.489, -4.734, 0.384], [-1.147, -1.282, 2.048], [-0.853, 0.118, 1.991], [-1.766, 1.030, 2.562], [-2.936, 0.575, 3.153], [-3.185, -0.790, 3.216], [-2.297, -1.723, 2.647], [1.449, -3.193, 1.900], [1.757, -2.756, 3.192], [2.776, -3.393, 3.876], [3.470, -4.440, 3.271], [3.154, -4.863, 1.982], [2.131, -4.246, 1.284], [-0.415, -2.534, -2.000], [-1.572, -4.173, -3.447], [-2.672, -6.145, -2.454], [-2.600, -6.522, -0.011], [-1.423, -4.930, 1.450], [0.193, 0.432, 1.924], [-1.527, 2.086, 2.568], [-3.630, 1.276, 3.596], [-4.085, -1.149, 3.700], [-2.552, -2.776, 2.675], [1.205, -1.951, 3.663], [3.024, -3.088, 4.883], [4.258, -4.943, 3.817], [3.695, -5.684, 1.532], [1.858, -4.588, 0.292]], "forces_ev_per_angstrom": [[0.012, 0.103, 0.837], [0.059, -0.018, -0.007], [-0.188, 0.323, -0.006], [0.270, -0.399, -0.301], [0.079, 0.019, 0.054], [-0.114, -0.138, -0.045], [0.020, 0.044, -0.003], [0.021, 0.058, 0.116], [-0.055, 0.010, 0.084], [-0.082, -0.063, -0.058], [0.212, -0.181, 0.106], [0.033, 0.089, -0.027], [-0.026, -0.030, -0.016], [0.015, 0.022, 0.015], [-0.009, -0.028, 0.001], [0.008, 0.012, 0.010], [-0.034, -0.044, -0.027], [0.007, -0.030, 0.003], [-0.001, 0.011, -0.006], [0.020, -0.001, 0.021], [0.001, -0.024, -0.005], [0.002, -0.006, -0.002], [0.012, 0.005, 0.011], [0.002, -0.008, 0.006], [0.003, 0.000, 0.003], [-0.001, 0.001, 0.001], [0.003, 0.005, -0.003], [-0.005, -0.001, -0.006], [0.004, 0.011, -0.003], [-0.105, -0.061, -0.024], [0.137, 0.052, 0.095], [0.299, -0.140, -0.279], [0.024, -0.016, 0.013], [-0.068, 0.010, -0.059], [0.014, 0.018, 0.036], [-0.001, -0.009, -0.008], [0.008, -0.025, 0.011], [-0.067, 0.032, -0.069], [0.032, 0.010, 0.008], [-0.043, 0.031, 0.013], [0.021, -0.072, -0.014], [0.012, 0.000, 0.002], [0.001, -0.004, 0.002], [0.004, -0.005, -0.001], [-0.012, 0.010, -0.010], [0.025, 0.022, 0.028], [-0.483, 0.062, -0.377], [0.023, 0.297, -0.082], [0.118, 0.013, 0.224], [0.050, 0.031, 0.026], [0.011, 0.039, -0.060], [-0.006, -0.012, 0.053], [0.010, -0.003, -0.035], [-0.032, 0.016, 0.025], [-0.019, -0.100, 0.008], [0.077, -0.030, -0.339], [-0.152, -0.007, 0.080], [0.056, 0.008, -0.027], [0.022, 0.038, -0.022], [-0.010, -0.063, -0.020], [-0.186, 0.193, -0.055], [0.036, 0.035, 0.032], [0.022, -0.005, 0.018], [-0.042, 0.029, -0.026], [0.019, -0.011, 0.006], [-0.007, -0.068, -0.043], [-0.040, -0.019, -0.034], [-0.007, -0.005, 0.000], [-0.004, -0.003, 0.000], [-0.003, -0.005, -0.005], [-0.005, -0.005, -0.009], [-0.022, 0.014, 0.093], [0.000, -0.001, 0.008], [-0.007, -0.003, -0.002], [-0.004, 0.000, 0.006], [0.008, 0.007, 0.023], [0.005, -0.013, 0.014], [0.004, -0.004, 0.002], [0.003, 0.004, 0.007], [-0.001, -0.004, 0.001], [0.015, -0.017, 0.010]]}